No. 1
# C6H13N3O2Si

A 2-piece molecular cluster, C6H13N3O2Si overall at a distorted geometry (ωB97M-V/def2-TZVPD, the Open Molecules 2025 dataset).

Cartesian coordinates (Å):
C1 -0.81906 2.43126 1.16969
C2 -1.78300 -1.25515 0.56652
C3 0.70628 -2.63360 -0.90684
C4 1.12698 -0.94319 1.76220
C5 -0.68820 2.83405 -0.26157
C6 -0.97224 1.77415 -1.26507
N1 -0.87442 2.09155 2.27242
N2 0.41944 0.17149 -0.74066
N3 1.58331 0.59065 -1.10036
O1 1.64857 1.72704 -1.55623
O2 2.51018 -0.16630 -0.99202
Si1 0.14161 -1.25841 0.21143
H1 -2.20139 -0.92993 -0.43221
H2 -1.93183 -2.30887 0.76799
H3 -1.83181 -0.56167 1.42636
H4 1.65320 -2.49947 -1.46584
H5 0.75927 -3.67849 -0.37245
H6 0.03930 -2.78144 -1.84662
H7 2.13527 -0.68196 1.66524
H8 0.59904 -0.13357 2.46719
H9 1.23798 -1.86606 2.49327
H10 0.32837 3.15410 -0.58403
H11 -1.46777 3.67785 -0.20680
H12 -1.79499 1.20836 -0.95744
H13 -0.52410 2.03761 -2.11417

Atoms 1-2, force components in eV/Å:
C 1.15 -0.64 0.01
C 2.75 0.54 -1.43

The LUMO energy (spin up / spin down) comes out at 0.29 / -3.61 eV. The HOMO energy (spin up / spin down) is -7.200 / -10.658 eV. The expectation value of S² is 2.018. The calculation puts the total energy at -22867.185 eV. Its largest force on an atom is 5.0 eV/A. The spin multiplicity is 3. As for the charge: 0. For the gap between HOMO and LUMO (spin up / spin down), the calculation gives 7.4887 / 7.0490 eV.

No. 2
# C6H13N3O3

A 2-piece molecular cluster, C6H13N3O3 overall at a distorted geometry (ωB97M-V/def2-TZVPD, the Open Molecules 2025 dataset).

Cartesian coordinates (Å):
C1 -1.07465 -1.33143 0.46517
C2 -0.01081 0.06932 -1.18668
C3 -0.55158 2.34493 -0.94546
C4 0.98386 1.25485 1.83196
C5 0.89268 -3.16091 -0.40434
C6 1.32367 1.64628 0.32512
N1 -0.01467 -1.02371 -0.31828
N2 -3.06413 0.52857 -0.14702
N3 0.22183 1.34769 -0.63336
O1 -2.24004 -0.99747 0.50478
O2 -4.08092 0.55486 0.30905
O3 1.11551 -1.75481 -0.22198
H1 -0.87783 -2.27083 0.98125
H2 0.86940 -0.23052 -1.91229
H3 -0.97628 0.10996 -1.74653
H4 -1.36893 2.19389 -1.69859
H5 -0.44440 3.40155 -0.73912
H6 1.66563 1.85858 2.51365
H7 0.04585 1.64216 2.10550
H8 1.03853 0.22325 1.96429
H9 1.54140 -3.64752 0.38043
H10 1.43362 -3.31208 -1.38168
H11 -0.20573 -3.34043 -0.30075
H12 2.30294 1.10079 0.04034
H13 1.47504 2.79301 0.21455

Atoms 1-2, force components in eV/Å:
C 3.21 -2.92 -0.60
C 1.11 -1.79 -3.94

The LUMO energy comes out at -10.30 eV. The HOMO energy is -17.811 eV. The calculation puts the total energy at -17021.279 eV. Its largest force on an atom is 4.5 eV/A. As for the charge: +2. For the gap between HOMO and LUMO, the calculation gives 7.5097 eV.

No. 3
# C6H13N4O

An isolated ion of composition C6H13N4O and charge +1 at a distorted geometry (ωB97M-V/def2-TZVPD, the Open Molecules 2025 dataset).

Cartesian coordinates (Å):
C1 -0.53927 0.96071 2.08011
C2 1.44056 1.52817 0.86737
C3 -0.19311 -2.24219 0.05956
C4 -0.92095 -0.20319 1.17222
C5 -0.07252 0.10878 -0.44960
C6 -0.71294 1.00131 -2.67682
N1 0.48483 1.67469 1.92248
N2 -0.14893 -1.40633 1.29901
N3 -0.05074 -1.17732 -1.00673
N4 1.32484 0.23305 0.15310
O1 -0.34568 1.12540 -1.25691
H1 -1.33834 1.09619 2.80376
H2 1.11151 2.30687 0.27018
H3 2.31371 1.64632 1.42833
H4 0.54406 -2.95975 0.20543
H5 -1.18066 -2.77675 0.18535
H6 -1.94124 -0.44570 1.16757
H7 -1.46213 1.80720 -2.76129
H8 -1.11281 -0.04102 -2.71533
H9 0.24676 1.19423 -3.17924
H10 0.01215 -1.96022 2.10139
H11 -0.69556 -1.19235 -1.80151
H12 1.94927 0.21656 -0.73402
H13 1.28719 -0.49467 0.86558

Atoms 1-2, force components in eV/Å:
C -0.56 -1.40 -1.03
C -2.03 -1.08 1.82

The LUMO energy comes out at -2.73 eV. The HOMO energy is -13.226 eV. The calculation puts the total energy at -14430.466 eV. Its largest force on an atom is 4.4 eV/A. As for the charge: +1. For the gap between HOMO and LUMO, the calculation gives 10.4982 eV.

No. 4
# C6H13N4O

C6H13N4O as an isolated structure at a distorted geometry (ωB97M-V/def2-TZVPD, the Open Molecules 2025 dataset).

Cartesian coordinates (Å):
C1 -3.46821 0.36329 0.00432
C2 0.25836 -0.25105 -0.54297
C3 -2.19790 -0.40565 0.07178
C4 2.20710 -1.75707 -0.20964
C5 2.07340 0.40544 1.02850
C6 1.33154 -0.77846 0.47765
N1 -0.43199 -1.41667 -0.91866
N2 -1.57686 -1.48223 -0.52054
N3 -0.67073 0.73194 0.10728
N4 -0.68255 1.97276 -0.71113
O1 -2.97460 -0.39038 1.15811
H1 -3.44931 1.46294 -0.04729
H2 -4.33042 -0.18415 -0.19885
H3 0.92089 0.33399 -1.21224
H4 2.72765 -1.45817 -1.14290
H5 1.59668 -2.67425 -0.48426
H6 2.97010 -2.12777 0.46058
H7 2.83003 0.65374 0.28920
H8 2.65469 0.08792 1.87366
H9 1.38875 1.17922 1.39625
H10 0.98638 -1.14009 1.38206
H11 -1.33472 2.57518 -0.10602
H12 -0.95567 1.83780 -1.65508
H13 0.12741 2.46172 -0.49983

Atoms 1-2, force components in eV/Å:
C 1.24 -0.75 0.21
C 1.09 2.75 2.94

The LUMO energy comes out at -4.01 eV. The HOMO energy is -13.851 eV. The calculation puts the total energy at -14427.584 eV. Its largest force on an atom is 5.5 eV/A. As for the charge: +1. For the gap between HOMO and LUMO, the calculation gives 9.8393 eV.

No. 5
# C6H13N4O

A 2-piece molecular cluster, C6H13N4O overall at a distorted geometry (ωB97M-V/def2-TZVPD, the Open Molecules 2025 dataset).

Cartesian coordinates (Å):
C1 1.45772 0.70551 1.01108
C2 2.05179 -0.26621 -0.04769
C3 2.47636 1.93972 -0.83584
C4 2.66378 -2.46170 0.74774
C5 -4.33582 0.91997 -2.48442
C6 1.15081 0.76202 2.31758
N1 1.20172 1.62657 -0.10947
N2 1.78436 0.67081 -1.04965
N3 2.49636 -1.47330 -0.27292
N4 -2.97513 1.03673 -1.94836
O1 1.43357 -0.29024 3.10368
H1 2.32606 2.66751 -1.62878
H2 3.41107 1.86034 -0.28471
H3 3.75418 -2.83393 0.67560
H4 2.25692 -2.06665 1.66842
H5 2.01623 -3.41036 0.62301
H6 -4.33540 0.88341 -3.55849
H7 -4.80248 0.05880 -2.07768
H8 -4.93268 1.82985 -2.24059
H9 0.90212 1.71027 2.72897
H10 2.57371 -1.75948 -1.27664
H11 -2.41326 1.59972 -2.48911
H12 -2.63497 0.18789 -1.65568
H13 1.09617 -0.29972 3.98843

Atoms 1-2, force components in eV/Å:
C 1.26 -1.54 -1.78
C -0.76 1.09 0.99

The LUMO energy comes out at -4.68 eV. The HOMO energy is -10.853 eV. The calculation puts the total energy at -14429.114 eV. Its largest force on an atom is 3.4 eV/A. As for the charge: +1. For the gap between HOMO and LUMO, the calculation gives 6.1775 eV.

No. 6
# C6H13NO

A 2-piece molecular cluster, C6H13NO overall at a distorted geometry (ωB97M-V/def2-TZVPD, the Open Molecules 2025 dataset).

Cartesian coordinates (Å):
C1 -1.13306 -1.18494 1.70926
C2 1.28511 0.80962 -1.28120
C3 -0.88995 1.67887 -0.41799
C4 0.16956 -1.84716 1.34447
C5 0.73802 -0.35189 -2.09507
N1 0.41221 1.13348 -0.08762
C6 -1.29895 -0.53446 2.82505
O1 -1.39652 -0.19367 3.94517
H1 0.90983 1.79507 0.50121
H2 -1.90844 -1.12380 0.96262
H3 2.28538 0.55915 -0.92384
H4 1.36993 1.70251 -1.92158
H5 -1.48464 1.75027 0.49260
H6 -1.47196 1.03505 -1.07594
H7 -0.88909 2.68965 -0.85274
H8 -0.00560 -2.76716 0.78609
H9 0.73435 -2.09357 2.24134
H10 0.74569 -1.12768 0.75834
H11 -0.22195 -0.10643 -2.54150
H12 1.42527 -0.59278 -2.90399
H13 0.62482 -1.23013 -1.46469

Atoms 1-2, force components in eV/Å:
C -0.28 0.03 -0.67
C -0.91 0.69 0.66

The LUMO energy comes out at 0.92 eV. The HOMO energy is -8.509 eV. The calculation puts the total energy at -9968.830 eV. Its largest force on an atom is 1.9 eV/A. As for the charge: 0. For the gap between HOMO and LUMO, the calculation gives 9.4259 eV.

No. 7
# C6H13NO

A 2-piece molecular cluster, C6H13NO overall (ωB97M-V/def2-TZVPD, the Open Molecules 2025 dataset).

Cartesian coordinates (Å):
C1 -1.15739 -0.08840 0.86027
C2 -2.38388 0.35165 0.65694
N1 -3.49600 -0.47070 0.39319
C3 0.02531 0.79342 1.12579
C4 1.11823 0.56946 0.11973
C5 2.32619 0.13756 0.45481
C6 3.45572 -0.13772 -0.47370
H1 -0.93820 -1.15035 0.79383
H2 -2.61126 1.40187 0.78838
H3 -4.03206 -0.20634 -0.42216
H4 -3.25959 -1.45352 0.38303
H5 -0.27761 1.84432 1.13707
H6 0.43272 0.59282 2.11861
H7 0.93901 0.79726 -0.92937
H8 2.53300 -0.05135 1.50842
H9 3.72407 -1.19097 -0.39768
H10 4.37203 0.39245 -0.20512
H11 3.25576 0.14290 -1.50464
H12 -2.03054 -0.92970 -2.48266
H13 -0.90648 -0.62443 -1.48955
O1 -1.08903 -0.72024 -2.43519

Atoms 1-2, force components in eV/Å:
C 0.63 -0.03 0.03
C -0.69 -0.23 -0.11

The LUMO energy comes out at 0.85 eV. The HOMO energy is -8.597 eV. The calculation puts the total energy at -9969.414 eV. Its largest force on an atom is 0.7 eV/A. As for the charge: 0. For the gap between HOMO and LUMO, the calculation gives 9.4492 eV.

No. 8
# C6H13NO

A 2-piece molecular cluster, C6H13NO overall at a distorted geometry (ωB97M-V/def2-TZVPD, the Open Molecules 2025 dataset).

Cartesian coordinates (Å):
C1 1.38703 1.21347 1.13068
C2 -1.63115 0.25323 0.70597
C3 -0.40591 -0.62375 0.66973
O1 0.95288 2.30356 0.36443
N1 -0.14391 -1.55495 1.50428
H1 0.85923 3.11000 0.88255
H2 -0.84262 -1.66198 2.23442
H3 1.15619 1.28491 2.19528
H4 2.45569 1.04029 0.98093
H5 -2.42997 -0.15036 0.08438
H6 -2.00125 0.34290 1.72869
H7 -1.39219 1.24613 0.32574
C4 -0.23915 0.10245 -1.97413
C5 0.08044 -0.90251 -0.90841
C6 0.58772 -2.10308 -1.15260
H8 1.00917 0.22474 0.46593
H9 0.23973 -0.17293 -2.91471
H10 -1.31540 0.19260 -2.13084
H11 0.12594 1.09016 -1.69005
H12 0.58854 -2.85322 -0.37232
H13 0.95898 -2.38163 -2.12994

Atoms 1-2, force components in eV/Å:
C 0.43 -2.19 -2.41
C 0.42 0.58 0.48

The LUMO energy comes out at 0.75 eV. The HOMO energy is -9.012 eV. The calculation puts the total energy at -9967.188 eV. Its largest force on an atom is 4.7 eV/A. As for the charge: 0. For the gap between HOMO and LUMO, the calculation gives 9.7628 eV.

No. 9
# C6H13NO

A 2-piece molecular cluster, C6H13NO overall at a distorted geometry (ωB97M-V/def2-TZVPD, the Open Molecules 2025 dataset).

Cartesian coordinates (Å):
C1 -0.44243 -0.83079 1.48364
O1 -0.21715 -0.25922 0.23969
C2 -1.41911 -0.02211 2.32546
C3 -0.90138 1.39131 2.59720
H1 0.47606 -1.02411 2.06583
H2 -0.91218 -1.82799 1.30715
H3 -1.62128 -0.52619 3.28305
H4 -2.39035 0.00976 1.82720
H5 -1.51648 1.90706 3.34810
H6 -0.84757 2.00834 1.70409
H7 0.09992 1.34095 3.05164
C4 1.36558 -0.33539 -1.43159
C5 1.96570 -1.47538 -1.76508
C6 -0.37850 1.16876 -1.81556
N1 0.36490 0.23537 -2.27719
H8 1.53659 0.31702 -0.58770
H9 1.73250 -2.03970 -2.66495
H10 2.77471 -1.83141 -1.13360
H11 -1.15803 1.60784 -2.42694
H12 -0.31664 1.32385 -0.72478
H13 0.11286 -0.25628 -3.12706

Atoms 1-2, force components in eV/Å:
C -0.86 -0.65 -1.10
O -0.40 0.54 0.63

The LUMO energy comes out at -0.61 eV. The HOMO energy is -7.062 eV. The calculation puts the total energy at -9966.091 eV. Its largest force on an atom is 1.5 eV/A. As for the charge: 0. For the gap between HOMO and LUMO, the calculation gives 6.4503 eV.

No. 10
# C6H13NO

A 2-piece molecular cluster, C6H13NO overall at a distorted geometry (ωB97M-V/def2-TZVPD, the Open Molecules 2025 dataset).

Cartesian coordinates (Å):
C1 -0.66456 0.90784 -1.59092
C2 -1.41335 -0.41939 -1.09207
C3 -0.87374 -1.04001 0.13230
C4 -0.59321 -2.31234 0.39950
C5 0.20192 -0.09829 2.11125
C6 -0.84207 -0.07457 1.27782
N1 0.69448 0.59091 -1.91354
H1 -1.21201 1.20660 -2.47434
H2 -0.74512 1.64846 -0.79821
H3 -1.65437 -1.01551 -1.96393
H4 -2.41855 -0.03072 -0.82096
H5 -0.68259 -3.15706 -0.29511
H6 -0.45431 -2.91637 1.29293
H7 0.17308 0.69768 2.85295
H8 1.17412 -0.47692 1.84338
H9 -1.83001 0.25606 1.53924
H10 0.77852 -0.31254 -2.34243
H11 1.39486 0.77469 -1.22013
H12 2.55297 1.49427 1.50338
H13 3.58303 1.98364 0.52529
O1 2.83091 2.29356 1.03361

Atoms 1-2, force components in eV/Å:
C -0.43 -2.37 0.99
C -1.17 2.11 -0.78

The LUMO energy comes out at 0.79 eV. The HOMO energy is -8.691 eV. The calculation puts the total energy at -9968.016 eV. Its largest force on an atom is 2.9 eV/A. As for the charge: 0. For the gap between HOMO and LUMO, the calculation gives 9.4762 eV.

No. 11
# C6H13NO

The molecule C6H13NO at a distorted geometry (ωB97M-V/def2-TZVPD, the Open Molecules 2025 dataset).

Cartesian coordinates (Å):
C1 -0.40292 -1.18573 0.00633
N1 1.10835 -0.89357 0.05011
C2 1.73243 -1.37559 1.26278
C3 1.72973 -0.21616 2.35429
O1 1.21104 -0.27552 3.41303
C4 -1.14114 0.12436 0.07848
C5 -0.54778 1.59478 -2.07685
C6 -1.66432 0.76809 -1.21290
H1 -0.60813 -1.77767 0.79419
H2 -0.56143 -1.82266 -0.91559
H3 1.20346 0.04044 -0.24969
H4 2.83578 -1.56359 1.23346
H5 1.15509 -2.21305 1.67400
H6 2.35090 0.74020 2.14642
H7 -2.03506 0.08985 0.67437
H8 -0.51735 1.04541 0.44623
H9 -1.02502 2.43080 -2.74131
H10 -0.21788 0.84461 -2.79160
H11 0.05396 2.13616 -1.36743
H12 -2.14270 0.11659 -1.92591
H13 -2.51702 1.39227 -0.85243

Atoms 1-2, force components in eV/Å:
C 3.10 1.70 -3.14
N -1.73 -2.66 -0.43

The LUMO energy comes out at 1.05 eV. The HOMO energy is -8.430 eV. The calculation puts the total energy at -9967.992 eV. Its largest force on an atom is 4.7 eV/A. As for the charge: 0. For the gap between HOMO and LUMO, the calculation gives 9.4846 eV.

No. 12
# C6H13NO

A 2-piece molecular cluster, C6H13NO overall at a distorted geometry (ωB97M-V/def2-TZVPD, the Open Molecules 2025 dataset).

Cartesian coordinates (Å):
C1 -1.70899 2.14223 1.67140
N1 -0.52849 1.32548 1.25161
C2 -0.92150 0.48165 -0.08826
C3 -1.13583 1.40362 -1.14624
C4 1.59028 -2.49374 0.07066
C5 0.66605 -1.42750 0.53364
C6 0.18122 -0.51011 -0.29005
H1 -2.50956 1.43643 1.88736
H2 -2.04027 2.88981 0.95069
H3 -1.51792 2.64775 2.61985
H4 0.08128 1.99405 0.78315
H5 -1.71552 -0.13500 0.33390
H6 -0.30017 1.76502 -1.74140
H7 1.20064 -3.48835 0.29733
H8 1.90266 -2.24474 -0.95867
H9 2.53506 -2.46799 0.62643
H10 0.36954 -1.45954 1.58142
H11 0.59261 -0.49550 -1.30477
H12 -2.07938 1.56984 -1.65667
H13 2.51060 -1.58350 -3.15304
O1 2.82768 -1.34993 -2.26836

Atoms 1-2, force components in eV/Å:
C 0.00 -0.57 0.44
N -1.07 1.09 -2.18

The LUMO energy comes out at -4.02 eV. The HOMO energy is -6.885 eV. The calculation puts the total energy at -9961.774 eV. Its largest force on an atom is 3.7 eV/A. As for the charge: 0. For the gap between HOMO and LUMO, the calculation gives 2.8618 eV.